68
Properties=species:S:1:pos:R:3:nbo_charge:R:1 method="wB97M-V/def2-TZVPD" total_charge=+1 e_lumo_ev=-7.47 gap_ev=3.4 homo_ev=-10.91 e_tot_ev=-53282.332
C 0.26 -0.55 1.18 -0.64
C 0.12 0.64 0.05 -0.85
B -1.32 0.67 -0.75 1.16
O -1.32 0.12 -2.15 -0.88
N -2.65 1.16 -0.22 -0.95
C -3.37 0.13 0.62 0.85
N -2.94 -0.42 1.96 -0.70
N -4.60 -0.33 0.13 -0.89
S -2.56 2.73 0.55 2.21
O -2.85 2.65 2.09 -0.78
O -3.76 3.57 -0.04 -0.74
F -1.14 3.63 0.17 -0.41
H 0.04 -0.20 2.28 0.22
H -0.35 -1.49 0.84 0.21
H 1.41 -0.87 1.17 0.26
H 0.96 0.42 -0.76 0.29
H 0.43 1.64 0.57 0.27
H -1.80 -0.77 -2.03 0.49
H -2.17 0.13 2.40 0.43
H -2.61 -1.41 1.91 0.47
H -5.52 0.03 0.50 0.49
H -4.59 -1.01 -0.67 0.46
C -2.61 -6.48 5.40 -0.25
O -2.28 -6.37 4.02 -0.54
C -3.13 -5.45 3.34 -0.09
C -2.54 -5.10 1.97 -0.09
O -1.53 -4.08 2.05 -0.58
C -0.26 -4.52 2.54 -0.09
C 0.53 -5.33 1.51 -0.10
O 0.10 -6.69 1.51 -0.55
C 0.56 -7.40 0.37 -0.25
H -3.64 -6.81 5.53 0.17
H -1.94 -7.22 5.85 0.20
H -2.45 -5.52 5.90 0.16
H -3.25 -4.54 3.94 0.17
H -4.11 -5.93 3.21 0.18
H -3.34 -4.66 1.36 0.17
H -2.18 -5.98 1.44 0.21
H -0.36 -5.05 3.49 0.22
H 0.30 -3.60 2.75 0.18
H 1.59 -5.32 1.77 0.18
H 0.39 -4.89 0.52 0.17
H 0.13 -6.97 -0.54 0.16
H 0.23 -8.44 0.46 0.20
H 1.65 -7.38 0.33 0.17
C 5.69 6.88 -3.88 -0.25
O 4.57 6.01 -3.77 -0.55
C 4.95 4.72 -3.28 -0.10
C 3.71 3.93 -2.85 -0.09
O 3.26 4.28 -1.53 -0.55
C 2.57 5.53 -1.42 -0.10
C 1.14 5.47 -1.97 -0.09
O 1.14 5.62 -3.39 -0.54
C -0.10 5.25 -3.97 -0.25
H 6.44 6.46 -4.55 0.17
H 5.34 7.83 -4.28 0.20
H 6.12 7.06 -2.89 0.17
H 5.63 4.82 -2.43 0.18
H 5.45 4.18 -4.09 0.17
H 3.98 2.87 -2.79 0.18
H 2.90 4.01 -3.57 0.20
H 3.15 6.34 -1.88 0.21
H 2.52 5.74 -0.35 0.19
H 0.55 6.29 -1.54 0.17
H 0.69 4.51 -1.70 0.16
H -0.29 4.19 -3.80 0.15
H -0.04 5.43 -5.04 0.20
H -0.91 5.86 -3.55 0.17